One molecule with the formula C5H8N2. Source: the OMol25 dataset; level of theory: ωB97M-V/def2-TZVPD.

ORCA input file:
```
! wB97M-V def2-TZVPD RIJCOSX def2/J DEFGRID3
* xyz 0 1
C -1.36104 -1.32548 0.39766
N -0.16822 -0.53314 0.19333
C 1.12497 -0.94756 0.24504
C 1.95293 0.07740 -0.15605
C 1.13636 1.17114 -0.49001
C -0.21412 0.79126 -0.25154
N -1.50116 1.33728 -0.52208
H -2.01687 -1.22267 -0.47003
H -1.08107 -2.37202 0.53147
H -1.91772 -0.98621 1.27461
H 1.37160 -1.93502 0.60961
H 3.03391 0.04559 -0.17849
H 1.45415 2.14530 -0.83881
H -0.45482 1.51484 0.63447
H -1.35891 2.23929 -0.97919
*
```

Its energy above the lowest of the compared OMol25 structures with the same formula, charge and spin is 88.7 kcal/mol. For the HOMO energy (alpha / beta), the calculation gives -6.9 / -6.9 eV. The value obtained for the total energy is -8291.1491 eV. The calculation puts the frontier orbital gap (alpha / beta) at 7.35 / 7.36 eV.

Results of the Mulliken charge analysis, in e, for atoms 1 through 4:
1. C -0.891
2. N 0.165
3. C -0.275
4. C -0.535

***

A 2-piece molecular cluster, C5H14 overall. Source: the OMol25 dataset; level of theory: ωB97M-V/def2-TZVPD.

ORCA input file:
```
! wB97M-V def2-TZVPD RIJCOSX def2/J DEFGRID3
* xyz 0 1
C 1.20466 0.66027 1.11176
C -0.04083 -0.20946 1.31953
C -0.43432 -0.31519 2.77558
H 1.01775 1.62825 0.63905
H 1.79166 0.19338 0.31478
H 1.77749 0.78574 2.02217
H -0.91518 0.16692 0.81538
H 0.10352 -1.22115 0.94102
H -0.80342 0.59947 3.21948
H -1.10438 -1.17859 2.88962
H 0.35258 -0.72313 3.42296
C -0.01753 0.55399 -2.23235
C -0.70483 -0.71682 -2.76776
H -0.56432 1.48708 -2.39127
H 0.22597 0.56596 -1.16830
H 0.93618 0.75283 -2.72642
H 0.02026 -1.33007 -3.29347
H -1.15367 -1.26437 -1.94604
H -1.41329 -0.34706 -3.50521
*
```

Its energy above the lowest of the compared OMol25 structures with the same formula, charge and spin is 13.2 kcal/mol. For the HOMO energy, the calculation gives -11.2 eV. Its SMILES is CCC.CC. The value obtained for the total energy is -5411.4766 eV. The calculation puts the frontier orbital gap at 12.34 eV.

Results of the Mulliken charge analysis, in e, for atoms 1 through 4:
1. C -1.224
2. C 0.011
3. C -1.418
4. H 0.289

***

An isolated ion of composition C5H6N and charge +1. Source: the OMol25 dataset; level of theory: ωB97M-V/def2-TZVPD.

ORCA input file:
```
! wB97M-V def2-TZVPD RIJCOSX def2/J DEFGRID3
* xyz 1 1
C -0.61028 -1.03833 -0.27379
C -1.83552 0.90988 0.13112
C 0.19044 0.25639 -0.24555
C -1.82526 -0.66160 0.10384
C 1.54853 0.52101 0.17781
N -0.66456 1.33618 -0.18014
H -0.34245 -2.05021 -0.53433
H -2.66945 1.52516 0.40704
H -2.74000 -1.12684 0.34034
H 2.15886 0.01627 -0.60776
H 1.90903 -0.15651 0.91268
H 1.60143 1.59798 0.41670
*
```

Its energy above the lowest of the compared OMol25 structures with the same formula, charge and spin is 77.9 kcal/mol. For the HOMO energy, the calculation gives -15.7 eV. The value obtained for the total energy is -6761.8012 eV. The calculation puts the frontier orbital gap at 8.04 eV.

Results of the Mulliken charge analysis, in e, for atoms 1 through 4:
1. C -0.586
2. C -0.017
3. C 0.768
4. C -0.174

***

One molecule with the formula C3H9BOS. Source: the OMol25 dataset; level of theory: ωB97M-V/def2-TZVPD.

ORCA input file:
```
! wB97M-V def2-TZVPD RIJCOSX def2/J DEFGRID3
* xyz 0 1
C -2.65279 0.47823 0.25723
O -1.44069 1.17793 0.13293
B -0.10126 0.31602 -0.02435
C 1.11621 1.29376 -0.23821
S -0.08133 -1.44935 0.05811
C 1.71662 -1.78841 -0.02947
H -3.32670 0.79040 -0.54581
H -3.10861 0.72063 1.22107
H -2.51968 -0.60633 0.19272
H 1.89615 1.19266 0.51288
H 0.75023 2.31488 -0.19451
H 1.58868 1.15937 -1.21064
H 1.82585 -2.79230 -0.42341
H 2.13505 -1.73712 0.97138
H 2.20225 -1.07036 -0.67991
*
```

Its energy above the lowest of the compared OMol25 structures with the same formula, charge and spin is 4.6 kcal/mol. For the HOMO energy, the calculation gives -9.6 eV. Its SMILES is COB(C)SC. The value obtained for the total energy is -16817.1185 eV. The calculation puts the frontier orbital gap at 10.11 eV.

Results of the Mulliken charge analysis, in e, for atoms 1 through 4:
1. C -0.566
2. O -0.436
3. B 0.523
4. C -0.992

***

One molecule with the formula C21H21N3O2. Source: the OMol25 dataset; level of theory: ωB97M-V/def2-TZVPD.

ORCA input file:
```
! wB97M-V def2-TZVPD RIJCOSX def2/J DEFGRID3
* xyz 0 1
C -4.69886 -3.13859 0.02420
C -3.55090 -2.36957 0.66736
O -2.71257 -2.97288 1.34947
N -3.43709 -0.99545 0.40959
C -2.42294 -0.10168 0.78293
C -1.50727 -0.23050 1.83414
C -0.52807 0.75585 2.08799
C -0.43997 1.91187 1.25852
C 0.71148 2.90202 1.34271
N 1.87855 2.43992 0.54650
C 2.88395 1.50753 1.09098
C 3.59680 0.98342 -0.15046
C 4.14440 -0.45669 0.06306
O 3.08599 -1.37640 0.37436
C 1.93736 -1.26470 -0.39635
C 1.03598 -2.33405 -0.27192
C -0.15221 -2.30587 -0.97039
C -0.51642 -1.21475 -1.78194
C -1.75799 -1.18807 -2.47043
N -2.80213 -1.21470 -3.00328
C 0.39893 -0.13939 -1.91378
C 1.61326 -0.13103 -1.16035
C 2.50155 1.05617 -1.24464
C 1.81627 2.34969 -0.90955
C -1.47496 2.08875 0.32467
C -2.43166 1.09798 0.06932
H -4.68286 -4.19203 0.19076
H -5.69120 -2.78138 0.33915
H -4.61873 -2.95943 -1.02279
H -4.00937 -0.70425 -0.36748
H -1.51921 -1.13961 2.46097
H 0.11682 0.68706 2.95622
H 0.97924 3.04599 2.41492
H 0.32668 3.83512 0.96683
H 2.44048 0.71437 1.63891
H 3.54339 2.10368 1.69022
H 4.42281 1.65084 -0.38636
H 4.83678 -0.49254 0.89215
H 4.69844 -0.76030 -0.86062
H 1.32217 -3.20333 0.34051
H -0.89080 -3.10301 -0.84366
H 0.06307 0.70158 -2.54242
H 3.00419 1.08569 -2.22440
H 2.37284 3.19416 -1.34604
H 0.77998 2.41136 -1.29053
H -1.48888 3.00811 -0.25888
H -3.17732 1.23903 -0.70016
*
```

Its energy above the lowest of the compared OMol25 structures with the same formula, charge and spin is 34.8 kcal/mol. For the HOMO energy, the calculation gives -8.0 eV. Its SMILES is CC(=O)Nc1ccc(CN2C[C@H]3COc4ccc(C#N)cc4[C@H]3C2)cc1. The value obtained for the total energy is -30683.0862 eV. The calculation puts the frontier orbital gap at 8.51 eV.

Results of the Mulliken charge analysis, in e, for atoms 1 through 4:
1. C -1.344
2. C 0.745
3. O -0.604
4. N -0.176

***

Question: The highest total energy belongs to which entry?
Answer: C5H14

***

Please write out number 3 again, unchanged.
An isolated ion of composition C5H6N and charge +1. Source: the OMol25 dataset; level of theory: ωB97M-V/def2-TZVPD.

ORCA input file:
```
! wB97M-V def2-TZVPD RIJCOSX def2/J DEFGRID3
* xyz 1 1
C -0.61028 -1.03833 -0.27379
C -1.83552 0.90988 0.13112
C 0.19044 0.25639 -0.24555
C -1.82526 -0.66160 0.10384
C 1.54853 0.52101 0.17781
N -0.66456 1.33618 -0.18014
H -0.34245 -2.05021 -0.53433
H -2.66945 1.52516 0.40704
H -2.74000 -1.12684 0.34034
H 2.15886 0.01627 -0.60776
H 1.90903 -0.15651 0.91268
H 1.60143 1.59798 0.41670
*
```

Its energy above the lowest of the compared OMol25 structures with the same formula, charge and spin is 77.9 kcal/mol. For the HOMO energy, the calculation gives -15.7 eV. The value obtained for the total energy is -6761.8012 eV. The calculation puts the frontier orbital gap at 8.04 eV.

Results of the Mulliken charge analysis, in e, for atoms 1 through 4:
1. C -0.586
2. C -0.017
3. C 0.768
4. C -0.174

***

Question: Which formula does entry 4 have?
Answer: C3H9BOS

***

Question: The highest total energy belongs to which entry?
Answer: C5H14